1.
Below is a structure of composition C26H32N2O4Ti at a distorted geometry, with properties calculated with wB97M-V/def2-TZVPD.

Each line ends with the Mulliken charge.
Geometry (Å):
Ti1 0.6548 0.3952 1.3075  -0.768
O1 5.7540 -0.6403 -3.0517  -0.496
C1 5.9340 0.2906 -2.0116  -0.632
C2 4.6610 0.4172 -1.2342  0.404
C3 4.5953 1.2821 -0.1338  -1.125
C4 3.4366 1.3454 0.5916  -0.301
N1 2.3411 0.6215 0.2934  0.222
C5 2.3735 -0.1728 -0.8146  0.728
C6 3.5325 -0.2979 -1.5753  -0.649
C7 1.1221 -0.8471 -1.1213  0.152
C8 0.8677 -1.5882 -2.2714  -0.524
C9 -0.3841 -2.1268 -2.4876  0.177
C10 -0.6816 -2.9321 -3.7172  -0.705
O2 0.3658 -2.7673 -4.6443  -0.498
C11 -1.3714 -1.9431 -1.5090  -1.074
C12 -1.0694 -1.2282 -0.3832  -0.644
N2 0.1413 -0.6580 -0.1908  0.382
H1 6.5776 -0.7384 -3.5364  0.318
H2 6.2049 1.2816 -2.3963  0.358
H3 6.7285 -0.0229 -1.3236  0.353
H4 5.4510 1.8803 0.1483  0.469
H5 3.3653 1.9937 1.4560  0.538
H6 3.5625 -0.9603 -2.4277  0.623
H7 1.6356 -1.7298 -3.0178  0.652
H8 -1.6450 -2.6138 -4.1306  0.363
H9 -0.7823 -3.9818 -3.4117  0.340
H10 0.1874 -3.2953 -5.4270  0.318
H11 -2.3638 -2.3576 -1.6266  0.515
H12 -1.7936 -1.0850 0.4070  0.774
C13 -6.1000 0.6134 -1.6949  -1.573
C14 -4.8589 1.0222 -0.9541  0.656
C15 -4.8234 0.9435 0.4356  -0.601
C16 -3.6776 1.2351 1.1549  0.943
C17 -3.7156 1.1362 2.6579  -1.886
C18 -2.5253 1.6394 0.4517  0.923
C19 -2.5680 1.8237 -0.9450  0.643
C20 -1.3971 2.3455 -1.7335  -1.305
C21 -3.7358 1.4927 -1.6202  -1.045
C22 -1.2215 1.6527 1.1444  0.747
O3 -0.2198 2.3301 0.8251  -0.641
O4 -1.0175 0.7220 2.0423  -0.297
H13 -6.3924 -0.3957 -1.4013  0.359
H14 -5.9490 0.6324 -2.7727  0.363
H15 -6.9302 1.2775 -1.4497  0.351
H16 -5.7159 0.6415 0.9732  0.485
H17 -4.7036 1.4150 3.0211  0.535
H18 -2.9801 1.7833 3.1295  0.355
H19 -3.5135 0.1122 2.9756  0.315
H20 -0.5379 1.6752 -1.6756  0.074
H21 -1.0735 3.3120 -1.3523  0.298
H22 -1.6720 2.4594 -2.7810  0.414
H23 -3.7667 1.6106 -2.6974  0.322
C23 1.7033 0.7416 3.8250  -0.940
C24 1.0618 -0.6595 3.8368  0.594
C25 1.7576 -1.5415 4.8731  -1.647
C26 1.1375 -1.2491 2.4213  -0.740
H24 1.5798 1.2348 4.7878  0.467
H25 1.2417 1.4064 3.0668  0.192
H26 2.7731 0.6440 3.6232  0.333
H27 0.0115 -0.5545 4.1215  0.108
H28 2.8237 -1.6171 4.6461  0.349
H29 1.3399 -2.5482 4.8583  0.381
H30 1.6450 -1.1375 5.8823  0.423
H31 0.4616 -2.1041 2.3236  0.377
H32 2.1576 -1.6165 2.2404  0.399

Energy relative to the best compared isomer or geometry (same formula, charge and spin), kcal per mole: 32.43
Total charge: +1
HOMO (alpha / beta), eV: -9.9 / -11.1
Energy, eV: -61762.8316
⟨S²⟩: 0.761
Spin multiplicity: 2
Strongest force on any atom, eV/Å: 3.2
LUMO level (alpha / beta), eV: -3.71 / -3.88

***

2.
Below is a structure of composition C26H32N3O4PTeTi at a distorted geometry, with properties calculated with wB97M-V/def2-TZVPD.

Each line ends with the Mulliken charge.
Geometry (Å):
Ti1 -0.6120 1.6806 -0.1195  0.231
C1 -0.0873 -5.2539 1.0712  -1.725
C2 -1.5006 -4.8957 0.9918  1.287
C3 -2.4195 -5.8450 1.4917  -0.715
C4 -3.7731 -5.4753 1.4825  -0.400
C5 -4.1920 -4.1732 1.0874  -0.820
C6 -3.2247 -3.2468 0.6736  0.180
C7 -1.8792 -3.6124 0.6314  -0.603
N1 -0.9782 -2.6978 -0.0307  0.456
C8 -0.8938 -1.3777 0.2986  -0.113
N2 -1.2521 -1.0969 1.5883  0.184
C9 -1.2230 0.0843 2.3744  0.326
C10 -1.0408 1.2968 1.7789  0.537
C11 -0.8737 2.4805 2.5354  0.249
C12 -0.9641 2.4323 3.8933  -1.005
C13 -1.3462 1.2204 4.4827  -0.660
C14 -1.5072 0.0032 3.7629  0.494
C15 -1.8425 -1.3302 4.3371  -1.493
N3 -0.4628 -0.4195 -0.5349  0.132
C16 -0.1523 -0.6644 -1.8693  -0.070
C17 -0.8772 -0.0542 -2.9499  -0.374
C18 -0.9555 -0.7647 -4.1274  -0.848
C19 -0.0540 -1.8135 -4.3790  -0.619
C20 0.8794 -2.1289 -3.4471  -0.304
C21 0.8991 -1.5542 -2.1700  0.928
C22 2.0536 -2.0007 -1.3048  -1.573
H1 0.1474 -6.2213 0.6397  0.460
H2 0.2107 -5.4044 2.1574  0.314
H3 0.6147 -4.4608 0.6867  0.169
H4 -2.0334 -6.7878 1.8348  0.474
H5 -4.5218 -6.1845 1.9148  0.320
H6 -5.2490 -3.8428 1.1140  0.375
H7 -3.4732 -2.2190 0.4201  0.480
H8 -0.7372 -2.8831 -1.0030  0.215
H9 -1.2088 -1.9943 2.1196  0.044
H10 -0.6314 3.4381 1.9551  0.291
H11 -0.8892 3.3111 4.5559  0.353
H12 -1.5674 1.1697 5.5201  0.403
H13 -2.2116 -1.1491 5.3750  0.370
H14 -0.9695 -1.9466 4.4138  0.353
H15 -2.4543 -1.8921 3.6528  0.372
H16 -1.3929 0.8989 -2.8702  0.593
H17 -1.6613 -0.4109 -4.8644  0.428
H18 -0.0484 -2.3275 -5.3164  0.427
H19 1.6830 -2.8500 -3.6720  0.375
H20 2.0151 -1.8164 -0.2150  0.250
H21 3.0200 -1.5538 -1.7029  0.372
H22 2.1208 -3.1039 -1.3945  0.383
C23 4.9703 5.4483 0.5027  -0.812
C24 4.4865 4.2558 -0.1462  -0.242
O1 3.1507 3.8550 0.4136  -0.216
P1 1.8332 4.2382 -0.3184  -0.248
O2 0.9474 2.9834 -0.0786  -0.181
Te1 1.0848 6.4799 0.2802  -0.342
O3 2.1081 4.3066 -1.9197  -0.156
C25 0.9750 4.5317 -2.7559  -0.347
C26 1.0762 3.6602 -4.0231  -1.142
H23 5.9819 5.6215 0.0660  0.318
H24 5.0496 5.4973 1.5991  0.265
H25 4.2231 6.2506 0.1897  0.181
H26 5.0848 3.3811 0.0336  0.289
H27 4.3255 4.2963 -1.2466  0.274
H28 1.0424 5.5469 -3.0897  0.338
H29 -0.0352 4.2597 -2.3605  0.358
H30 0.0560 3.7934 -4.4953  0.339
H31 1.2941 2.5604 -3.8490  0.176
H32 1.7565 4.0408 -4.7600  0.394
O4 -1.8936 2.4304 -0.9122  -0.749

Total charge: 0
HOMO, eV: -6.5
Energy, eV: -79841.4716
Strongest force on any atom, eV/Å: 4.0
LUMO level, eV: -0.04

***

Q: Which of these has the lowest total charge?
A: C26H32N3O4PTeTi

***

Q: Among the records above, which one has the highest strongest force on any atom?
A: C26H32N3O4PTeTi